Entry from OMol25: C17H21BrCl2O4Sn as an isolated structure (ωB97M-V/def2-TZVPD).

ORCA input file:
```
! wB97M-V def2-TZVPD RIJCOSX def2/J DEFGRID3
* xyz -2 1
C 2.199 0.648 0.578
C 2.189 0.943 -0.842
C 2.064 -0.288 -1.545
C 2.364 2.280 -1.473
C 2.081 -1.359 -0.594
C 2.167 -0.794 0.722
C 2.198 -1.543 1.997
C 2.372 1.622 1.681
C 1.978 -0.430 -3.019
C 1.979 -2.802 -0.918
Sn -0.598 0.296 0.532
Cl -0.996 3.753 -3.246
Cl -0.372 2.583 -0.164
O -0.537 -1.665 -0.093
H 2.227 3.084 -0.732
H 1.643 2.425 -2.301
H 3.385 2.378 -1.887
H 1.428 0.420 -3.458
H 1.466 -1.365 -3.294
H 3.004 -0.441 -3.428
H 1.270 -2.969 -1.745
H 1.644 -3.372 -0.038
H 2.975 -3.172 -1.219
H 1.591 -2.457 1.917
H 1.789 -0.926 2.807
H 3.239 -1.823 2.229
H 1.873 2.570 1.444
H 3.447 1.816 1.838
H 1.951 1.207 2.606
H -1.372 -2.083 -0.402
O -0.352 -0.117 2.453
H -1.085 -0.688 2.726
Br -3.694 -1.186 -2.833
C -4.957 -0.405 -1.648
C -6.315 -0.606 -1.948
C -7.310 -0.074 -1.108
C -6.965 0.649 0.046
C -5.614 0.851 0.325
C -4.598 0.379 -0.503
C -3.211 0.593 -0.052
O -2.951 1.075 1.101
O -2.318 0.198 -0.872
H -6.577 -1.170 -2.856
H -8.351 -0.251 -1.387
H -7.737 1.064 0.696
H -5.299 1.387 1.210
*
```

ΔE to the lowest compared entry with this formula, charge and spin   68.94 kJ/mol
M   558.872 g mol⁻¹
HOMO-LUMO gap   4.7 eV
HOMO   -0.517 eV
Maximum force   2.21 eV Å⁻¹